Record 1
Density functional theory data (wB97M-V/def2-TZVPD) for C40H40BrIrN5O2P as an isolated structure.

Each line ends with the Mulliken spin population.
Atoms and positions in Å:
Ir -0.158066 0.051257 -0.237737  -0.0033
O -0.243005 -1.619780 3.190507  -0.0003
C -1.066406 -0.986117 2.569243  0.0042
O -0.801460 -0.042502 1.701071  0.0040
C -2.540033 -1.123814 2.686625  -0.0030
C -3.090943 -1.712384 3.816136  0.0004
C -4.468715 -1.785914 3.958403  -0.0013
C -5.298631 -1.287217 2.965008  0.0017
C -4.756910 -0.718257 1.819435  -0.0035
C -3.374134 -0.632697 1.668156  0.0007
P -2.797761 0.077789 0.093545  -0.0097
C -3.324485 -1.025245 -1.233946  -0.0023
C -3.887156 -2.271482 -0.948515  0.0022
C -4.283520 -3.111377 -1.982171  0.0003
C -4.117053 -2.719202 -3.300193  -0.0001
C -3.528371 -1.493629 -3.592880  0.0010
C -3.118836 -0.658258 -2.568286  0.0062
C -3.549674 1.696393 -0.067877  0.0010
C -4.289164 2.095219 -1.181943  0.0015
C -4.845797 3.365708 -1.215972  0.0009
C -4.662478 4.239167 -0.153652  0.0000
C -3.931510 3.842946 0.959969  -0.0003
C -3.375583 2.576815 1.003352  0.0012
H -2.427223 -2.097253 4.578872  0.0001
H -4.897545 -2.226162 4.848377  0.0000
H -6.373038 -1.342987 3.076307  -0.0001
H -5.416815 -0.348077 1.043428  -0.0003
H -4.035788 -2.583347 0.076920  0.0001
H -4.734896 -4.066978 -1.753615  0.0001
H -4.447443 -3.365518 -4.101806  -0.0001
H -3.398835 -1.190233 -4.623535  0.0000
H -2.654482 0.290629 -2.805056  0.0005
H -4.472572 1.414641 -2.001713  0.0002
H -5.441867 3.665513 -2.066955  0.0000
H -5.106820 5.224765 -0.184566  0.0000
H -3.813346 4.514130 1.799954  0.0001
H -2.830294 2.260087 1.880149  0.0000
N 2.073239 -0.354722 -0.783840  -0.0003
C 2.833877 -1.357007 0.007545  -0.0056
C 2.167323 -2.719246 -0.076017  0.0012
C 0.795976 -2.775577 0.555869  0.0001
N -0.240488 -2.049822 -0.252489  0.0020
H 2.047051 -0.672015 -1.750358  0.0001
H 2.585703 0.523675 -0.804029  0.0000
H 2.879230 -1.019890 1.043954  0.0020
H 3.859450 -1.433952 -0.359753  -0.0009
H 2.802981 -3.435214 0.446864  -0.0001
H 2.130056 -3.057143 -1.118848  0.0002
H 0.804756 -2.342671 1.552814  -0.0009
H 0.473830 -3.813538 0.654899  -0.0001
H -1.153385 -2.312278 0.120386  0.0004
H -0.235982 -2.436874 -1.193587  0.0001
Br 0.300088 6.363237 4.097804  0.0005
C 0.176627 5.076367 2.745601  0.0059
C -0.277068 3.797519 3.043740  0.0007
C -0.362518 2.843208 2.041041  -0.0026
C -0.010618 3.162389 0.737942  -0.0013
C 0.471613 4.440565 0.450333  -0.0070
C 0.558334 5.397137 1.445711  -0.0013
N -0.103743 2.163701 -0.320705  -0.0012
C -0.249957 2.600944 -1.526948  -0.0010
C -0.224820 1.651684 -2.645071  0.0028
C -0.256165 2.059610 -3.966241  0.0005
C -0.233409 1.093171 -4.966914  -0.0003
C -0.198368 -0.241006 -4.596533  -0.0002
C -0.170878 -0.574323 -3.248414  0.0002
N -0.169354 0.346199 -2.281278  0.0037
H -0.567659 3.550589 4.055618  0.0014
H -0.735424 1.858261 2.264554  0.0055
H 0.837108 4.700242 -0.534380  0.0003
H 0.936808 6.383600 1.217711  0.0008
H -0.430407 3.650431 -1.732495  -0.0004
H -0.291615 3.114454 -4.200432  0.0000
H -0.246731 1.377257 -6.009913  0.0001
H -0.196572 -1.028138 -5.336835  -0.0001
H -0.163229 -1.610699 -2.946192  0.0000
N 2.268267 1.249553 2.620559  0.3261
C 2.988850 2.217779 3.176154  0.1764
C 3.067037 2.305329 4.603610  0.1613
C 3.827397 3.283658 5.173328  -0.0175
C 4.528357 4.193801 4.358966  0.2665
C 4.444677 4.126447 2.952496  -0.0086
C 3.683135 3.164243 2.358793  0.1614
H 1.768339 0.573828 3.186493  -0.0338
H 2.146823 1.181160 1.619126  -0.0492
H 2.525809 1.590088 5.209754  0.0004
H 3.899933 3.359090 6.249081  0.0033
H 5.140380 4.957808 4.818766  0.0051
H 4.992053 4.838085 2.350370  0.0016
H 3.598438 3.102277 1.281454  -0.0001

Atoms 1-3, force components in eV/Å:
Ir -2.5 -0.3 -1.1
O 0.1 0.0 0.2
C -0.1 0.2 -0.2

relative energy (zero: lowest compared OMol25 entry of this formula, charge and spin): 63.3 kcal/mol
<S²>: 0.7783
HOMO (spin up / spin down): -15.82 / -15.82 eV
net charge: +3
2S+1: 2
electronic energy: -4991.40627 hartree

Record 2
Density functional theory data (wB97M-V/def2-TZVPD) for a 2-piece molecular cluster, C2H3NO2S overall.

Each line ends with the natural charge from an NBO analysis.
Atoms and positions in Å:
C 1.168776 -0.494834 -0.584797  0.7302
C 2.277212 -0.812537 -0.043810  -0.7629
N -1.981358 0.610086 1.250722  -0.9770
O 0.107759 -0.342252 -1.040775  -0.4940
O -2.744123 1.154694 -1.096776  -0.8811
S -2.310440 0.115158 -0.168710  1.4710
H -1.959145 1.723801 1.249063  0.3790
H 2.941314 -0.071252 0.133516  0.2536
H 2.500001 -1.882861 0.301567  0.2812

Atoms 1-3, force components in eV/Å:
C -2.5 -0.7 -0.7
C 0.5 -3.7 1.0
N 0.2 2.0 -1.3

relative energy (zero: lowest compared OMol25 entry of this formula, charge and spin): 71.2 kcal/mol
HOMO: -9.83 eV
2S+1: 1
electronic energy: -681.34586 hartree

Record 3
Density functional theory data (wB97M-V/def2-TZVPD) for a 2-piece molecular cluster, C6H12O overall.

Each line ends with the natural charge from an NBO analysis.
Atoms and positions in Å:
C -1.268106 0.505866 1.353779  -0.3385
C -0.563790 0.937124 0.310956  -0.0974
C -1.206551 1.529964 -0.904040  -0.6376
C 0.924640 0.877378 0.252696  0.5586
C 1.641263 0.193531 1.391215  -0.7198
O 1.531801 1.359297 -0.677570  -0.5349
H -2.344043 0.570155 1.360551  0.2001
H -0.818721 0.078598 2.232463  0.1987
H -2.284112 1.600278 -0.786844  0.2099
H -0.977481 0.918218 -1.775323  0.2281
H -0.794540 2.520094 -1.090350  0.2329
H 1.457022 0.726641 2.320939  0.2309
H 2.709221 0.189692 1.187940  0.2381
H 1.288909 -0.829090 1.497641  0.2309
C 0.140873 -2.235430 -1.334118  -0.8561
H 0.824336 -1.411639 -1.492242  0.2164
H -0.306521 -2.517702 -2.278139  0.2154
H 0.681511 -3.079643 -0.926444  0.2123
H -0.635714 -1.933331 -0.643109  0.2119

Atoms 1-3, force components in eV/Å:
C 0.2 0.0 -0.1
C -0.4 0.2 -0.3
C 0.0 0.0 0.0

relative energy (zero: lowest compared OMol25 entry of this formula, charge and spin): 18.7 kcal/mol
HOMO: -9.77 eV
2S+1: 1
electronic energy: -311.02942 hartree

Record 4
Density functional theory data (wB97M-V/def2-TZVPD) for a 12-piece molecular cluster, C40H72N8O8 overall.

Each line ends with the Löwdin charge.
Atoms and positions in Å:
C -2.117276 -2.412806 9.853563  -0.1304
C -2.157286 -3.248146 10.960203  -0.1269
C -0.917526 -3.860136 10.981683  -0.1310
N -0.187996 -3.529306 9.817193  -0.0025
C -0.848356 -2.522436 9.183653  -0.1228
H -2.981916 -1.869456 9.502033  0.0819
H -2.988986 -3.255186 11.649123  0.0954
H -0.542986 -4.656616 11.607563  0.0946
H 0.690784 -3.919436 9.507953  0.1443
H -0.496646 -2.087526 8.259773  0.0975
C 0.399644 -0.197736 1.151953  -0.1278
C 0.438954 1.171374 1.217053  -0.1569
C 0.021974 1.704684 0.043013  -0.1372
N -0.528986 0.660444 -0.660477  -0.0101
C -0.338956 -0.552956 0.014133  -0.1008
H 0.724454 -0.962226 1.842213  0.0898
H 0.654804 1.805714 2.064063  0.0964
H -0.070716 2.716114 -0.324177  0.1077
H -1.069766 0.715344 -1.511727  0.1403
H -0.696426 -1.513076 -0.327597  0.0990
C -6.531596 -5.800516 -1.543647  -0.0942
C -7.227046 -4.672596 -1.112877  -0.1540
C -6.736526 -3.473176 -1.619637  -0.1324
N -5.665096 -3.851536 -2.365717  -0.0127
C -5.554266 -5.241476 -2.377327  -0.1297
H -6.677396 -6.858866 -1.385347  0.0934
H -8.023466 -4.663916 -0.383477  0.0853
H -7.101326 -2.456806 -1.601637  0.1052
H -5.146626 -3.237766 -2.977747  0.1433
H -4.779596 -5.694606 -2.978137  0.0962
C -4.520156 5.115304 3.394683  -0.1032
C -4.824026 5.495764 4.771183  -0.0767
C -5.596326 4.435314 5.155373  -0.1964
N -5.711916 3.503914 4.212883  -0.0091
C -5.178256 3.945244 3.085793  -0.1625
H -3.916666 5.785634 2.800663  0.0810
H -4.527286 6.322844 5.399103  0.0881
H -5.979216 4.282064 6.153533  0.1081
H -6.310266 2.704674 4.365443  0.1597
H -5.034396 3.242084 2.278783  0.1110
C 0.242134 -8.558006 1.728823  -0.1046
N -0.315436 -7.623846 2.660343  -0.0054
C -1.679786 -7.639356 2.859073  -0.5269
C -2.246416 -6.494396 3.693373  -0.0105
O -2.429256 -8.553096 2.508083  0.0284
H 1.267204 -8.265456 1.501323  0.0794
H -0.135996 -8.586806 0.706923  0.0875
H 0.296204 -9.541216 2.196233  0.0874
H 0.244934 -6.855076 2.999543  0.1310
H -1.585196 -5.630166 3.630133  0.0689
H -2.494636 -6.929686 4.661373  0.0852
H -3.220896 -6.114776 3.386183  0.0793
C -2.883636 -2.112056 -8.862487  -0.0875
N -2.747086 -0.692136 -8.899857  -0.0045
C -2.783496 0.025534 -7.767287  -0.5636
C -2.501426 1.505244 -7.954717  -0.0133
O -3.087116 -0.390666 -6.660237  0.0388
H -3.885136 -2.361166 -9.213267  0.0876
H -2.609886 -2.535246 -7.896017  0.0879
H -2.181696 -2.625506 -9.519567  0.0801
H -2.406886 -0.301606 -9.766947  0.1416
H -2.451496 2.074044 -7.026237  0.0816
H -3.212226 2.055374 -8.571337  0.0788
H -1.564296 1.629614 -8.497307  0.0722
C 2.848464 -10.372626 -5.326567  -0.0359
N 2.215514 -9.012306 -5.436367  0.0175
C 2.801884 -7.921396 -5.044347  -0.6085
C 1.965224 -6.709906 -5.384697  -0.0061
O 3.805884 -7.812586 -4.335067  0.0250
H 2.967844 -10.949666 -6.243557  0.0729
H 2.223194 -10.993736 -4.685207  0.0783
H 3.875014 -10.243516 -4.983617  0.0802
H 1.415484 -9.034846 -6.052447  0.1336
H 0.962934 -7.001396 -5.698627  0.0719
H 2.529184 -6.199106 -6.165167  0.0849
H 1.949354 -6.084066 -4.492417  0.0861
C -1.207126 9.951994 -1.875757  -0.0812
N -2.443476 10.704954 -1.929227  -0.0026
C -3.619026 10.281324 -2.455877  -0.5215
C -4.842986 11.193684 -2.197147  -0.0106
O -3.631126 9.266134 -3.143187  0.0299
H -1.219236 9.075424 -2.523497  0.0839
H -0.901286 9.592054 -0.893397  0.0758
H -0.307176 10.513734 -2.126037  0.0758
H -2.526906 11.513294 -1.329447  0.1300
H -4.812186 12.264534 -2.398217  0.0730
H -5.256176 11.083934 -1.194477  0.0741
H -5.721286 10.914564 -2.779177  0.0736
C 5.812104 -1.588546 4.625713  -0.0142
C 5.326674 -2.751936 3.759293  -0.4926
C 5.715574 -2.852426 2.347923  -0.0401
O 4.520304 -3.566336 4.209863  0.0371
H 6.874284 -1.721556 4.831103  0.0824
H 5.290294 -1.611696 5.582413  0.0828
H 5.687864 -0.704076 4.000913  0.0827
H 6.319504 -2.035456 1.953043  0.0762
H 4.933774 -2.929856 1.592353  0.0921
H 6.370114 -3.720716 2.272043  0.0934
C 6.332904 6.519204 -2.117747  -0.0253
C 6.337814 6.829364 -0.607557  -0.4616
C 5.992814 5.681814 0.343583  -0.0231
O 6.540454 7.989274 -0.198157  0.0225
H 6.430474 7.507094 -2.567917  0.0773
H 5.415554 5.978544 -2.350687  0.0805
H 7.228234 5.972994 -2.414637  0.0808
H 6.542054 4.816814 -0.028187  0.0815
H 4.924244 5.560654 0.165873  0.0842
H 6.186914 6.046364 1.352313  0.0832
C 4.381314 0.568104 -8.292517  -0.0196
C 4.284804 1.008484 -6.834647  -0.4709
C 3.576424 0.104624 -5.787657  -0.0238
O 4.961564 1.910504 -6.364717  0.0391
H 3.375564 0.406274 -8.680297  0.0780
H 4.883744 -0.397276 -8.231787  0.0847
H 5.017934 1.285014 -8.811037  0.0835
H 2.642484 -0.261896 -6.213687  0.0697
H 3.444944 0.685104 -4.874497  0.0773
H 4.280814 -0.689916 -5.541437  0.0821
C 2.549334 6.392474 6.652873  -0.0330
C 2.498034 4.962374 7.219573  -0.4500
C 1.112204 4.535074 7.642963  -0.0361
O 3.494764 4.203094 7.130903  0.0245
H 3.528244 6.841594 6.820543  0.0811
H 1.759894 6.969264 7.134763  0.0686
H 2.233114 6.406974 5.609853  0.0845
H 0.896624 4.996704 8.606563  0.0884
H 1.206444 3.500774 7.973783  0.0775
H 0.443974 4.584894 6.783263  0.0943

Atoms 1-3, force components in eV/Å:
C 1.3 1.0 -2.3
C 1.4 0.1 -0.1
C 0.5 -1.4 -0.8

HOMO: -7.91 eV
2S+1: 1
electronic energy: -2607.15800 hartree

Q: The highest electronic energy belongs to which entry?
A: C6H12O